# 1
A structure of composition C16H18IrN3O5S2Se2 at a distorted geometry, computed with ωB97M-V/def2-TZVPD.

**Total charge**: +1
**Multiplicity**: 2
**Relative energy (zero: lowest compared OMol25 entry of this formula, charge and spin)**: 57.5 kcal per mole
**⟨S²⟩**: 0.766
**Orbital gap (spin up / spin down)**: 6.0 / 5.1 eV
**Lowest unoccupied orbital energy (spin up / spin down)**: -4.822 / -5.245 eV

Last column: Löwdin charge in e.
Element x y z (Å)
Ir 0.126 0.476 -0.705  0.678
O -1.134 2.538 -0.164  -0.231
C -2.528 2.769 -0.288  -0.183
C -3.337 1.508 0.068  -0.548
C -4.777 1.999 0.395  -0.229
O -5.584 0.894 0.706  -0.039
C -3.483 0.522 -1.099  -0.460
Se -1.914 -0.088 -2.153  0.910
C -2.840 0.842 1.355  -0.486
Se -1.102 -0.098 1.414  0.729
H -0.637 3.333 -0.409  0.082
H -2.775 3.083 -1.308  0.143
H -2.804 3.568 0.413  0.142
H -5.177 2.540 -0.474  0.138
H -4.734 2.697 1.245  0.134
H -6.488 1.199 0.843  0.111
H -4.147 0.956 -1.849  0.077
H -3.962 -0.383 -0.718  0.081
H -3.584 0.097 1.648  0.069
H -2.792 1.592 2.147  0.077
S 1.718 2.067 -1.714  0.690
C 2.107 2.341 -0.078  -0.799
N 3.196 1.715 0.475  0.099
C 3.576 1.987 1.731  -0.010
C 2.900 2.928 2.465  0.014
C 1.780 3.519 1.849  -0.061
N 1.415 3.244 0.625  0.066
H 3.599 0.901 -0.026  0.093
H 4.430 1.446 2.112  0.151
H 3.190 3.182 3.470  0.119
H 1.154 4.226 2.375  0.130
O 1.736 -0.879 0.894  -0.423
S 2.384 -1.405 -0.303  0.665
O 3.638 -0.740 -0.571  -0.299
N 1.289 -1.195 -1.491  -0.196
C 0.695 -2.348 -1.850  -0.528
O -0.370 -2.413 -2.441  -0.015
C 1.499 -3.526 -1.384  -0.115
C 1.380 -4.848 -1.784  0.027
C 2.281 -5.773 -1.272  -0.033
C 3.273 -5.393 -0.380  -0.039
C 3.378 -4.074 0.050  -0.019
C 2.477 -3.173 -0.461  -0.203
H 0.619 -5.136 -2.493  0.131
H 2.214 -6.805 -1.585  0.118
H 3.977 -6.128 -0.025  0.117
H 4.138 -3.762 0.749  0.126


# 2
A structure of composition C16H18IrN5O2SSbSe4, computed with ωB97M-V/def2-TZVPD.

**Total charge**: -1
**Relative energy (zero: lowest compared OMol25 entry of this formula, charge and spin)**: 36.3 kcal per mole
**Orbital gap**: 5.4 eV
**Lowest unoccupied orbital energy**: 1.267 eV

Last column: Löwdin charge in e.
Element x y z (Å)
Ir 1.759 -0.796 -0.169  0.665
O -1.539 3.561 0.414  0.046
C -1.887 3.057 -0.803  -0.276
C -2.901 3.668 -1.535  -0.040
C -3.285 3.171 -2.771  -0.090
C -2.657 2.052 -3.291  -0.074
C -1.650 1.440 -2.564  -0.028
C -1.248 1.918 -1.314  -0.082
C -0.155 1.170 -0.634  -0.424
O 0.235 0.105 -1.235  -0.283
N 0.325 1.614 0.522  0.108
N 1.335 0.793 0.909  -0.206
C 1.834 0.782 2.097  -0.101
C 2.890 -0.199 2.325  -0.278
C 3.645 -0.258 3.486  -0.020
C 4.663 -1.191 3.586  -0.064
C 4.916 -2.041 2.522  -0.046
C 4.123 -1.951 1.390  -0.112
N 3.127 -1.073 1.306  -0.110
H -2.063 4.355 0.566  0.101
H -3.389 4.546 -1.122  0.106
H -4.075 3.667 -3.323  0.100
H -2.933 1.658 -4.260  0.105
H -1.134 0.575 -2.968  0.019
H 1.482 1.448 2.875  0.127
H 3.429 0.429 4.293  0.114
H 5.261 -1.248 4.487  0.105
H 5.707 -2.776 2.559  0.106
H 4.245 -2.594 0.527  0.085
Se 3.779 -3.140 -4.729  -0.246
Sb 2.121 -2.005 -3.444  -0.275
Se 3.199 -0.139 -1.999  0.071
Se 1.810 -3.045 -1.146  0.010
Se 0.012 -1.433 -4.442  -0.150
C -2.349 -1.816 -0.984  -0.058
N -1.331 -2.003 0.037  -0.048
C -1.276 -1.629 1.308  -0.854
S 0.044 -2.123 2.281  0.580
N -2.240 -0.872 1.886  -0.038
C -3.195 0.027 1.255  -0.064
H -1.939 -2.222 -1.908  0.069
H -2.558 -0.765 -1.169  0.062
H -3.271 -2.344 -0.730  0.087
H -0.522 -2.541 -0.268  -0.018
H -1.980 -0.638 2.830  0.089
H -3.889 -0.502 0.610  0.071
H -2.701 0.818 0.686  0.069
H -3.772 0.492 2.052  0.086


# 3
A structure of composition C16H18N2O10V at a distorted geometry, computed with ωB97M-V/def2-TZVPD.

**Total charge**: -3
**Orbital gap**: 2.9 eV
**Lowest unoccupied orbital energy**: 5.395 eV

Last column: Löwdin charge in e.
Element x y z (Å)
O 0.045 -0.645 -2.961  -0.463
V -0.105 -1.319 -1.538  0.886
O -1.408 -0.738 -0.887  -0.446
O -0.127 -3.370 -1.591  -0.341
C -0.656 -4.168 -2.622  -0.381
C -0.080 -5.601 -2.799  -0.583
O 1.208 -5.720 -3.158  -0.393
H -0.601 -3.576 -3.552  0.083
H -1.748 -4.350 -2.442  0.071
H -0.803 -6.039 -3.557  0.047
H -0.247 -6.170 -1.847  0.063
O 1.529 -0.949 -0.450  -0.302
C 2.209 -0.178 0.436  -0.412
C 2.361 -0.588 1.939  -0.567
O 3.055 -1.722 2.137  -0.385
H 1.837 0.886 0.467  0.075
H 3.278 0.046 0.203  0.086
H 1.297 -0.675 2.329  0.063
H 2.790 0.244 2.568  0.053
C -3.102 -1.891 4.816  -0.086
C -3.863 -0.745 5.043  -0.108
C -4.062 0.215 4.067  -0.029
C -3.566 -0.051 2.802  -0.141
C -2.741 -1.135 2.560  0.035
C -2.538 -2.070 3.560  -0.044
N -3.744 0.907 1.700  -0.351
O -4.548 1.820 1.887  0.020
O -3.165 0.663 0.681  0.109
H -3.018 -2.644 5.588  0.095
H -4.298 -0.603 6.027  0.089
H -4.712 1.045 4.297  0.105
H -2.385 -1.336 1.554  0.124
H -1.979 -2.978 3.374  0.119
C 0.670 3.516 -2.829  -0.060
C 1.256 2.546 -2.020  -0.015
C 2.572 2.732 -1.631  0.026
C 3.193 3.958 -1.835  -0.157
C 2.550 4.998 -2.490  -0.037
C 1.310 4.721 -3.052  -0.104
N 4.607 4.113 -1.513  -0.357
O 5.303 3.136 -1.370  0.091
O 5.061 5.258 -1.509  0.013
H -0.365 3.400 -3.129  0.109
H 0.728 1.654 -1.725  0.099
H 3.141 1.910 -1.210  0.112
H 2.997 5.957 -2.699  0.101
H 0.862 5.531 -3.617  0.091


# 4
An isolated molecule of C16H18N2O2S at a distorted geometry, computed with ωB97M-V/def2-TZVPD.

**Relative energy (zero: lowest compared OMol25 entry of this formula, charge and spin)**: 81.6 kcal per mole
**Orbital gap**: 7.0 eV
**Lowest unoccupied orbital energy**: 0.348 eV

Last column: Löwdin charge in e.
Element x y z (Å)
C 3.461 0.517 -1.482  -0.080
C 3.230 -0.724 -0.671  -0.745
S 2.595 -0.371 0.943  0.990
O 3.447 -1.878 -1.000  0.021
H 3.588 0.227 -2.528  0.082
H 2.605 1.199 -1.380  0.067
H 4.375 1.000 -1.103  0.090
C -2.570 1.543 0.406  0.000
N -2.122 1.817 -0.951  -0.044
C -2.620 2.839 -1.748  -0.022
C -2.024 2.720 -2.957  -0.020
N -1.153 1.639 -2.880  -0.040
C -0.376 1.153 -4.008  0.008
C -1.185 1.125 -1.629  -0.104
C -0.459 -0.084 -1.165  -0.441
C 0.137 -0.036 0.125  -0.150
C 0.922 -1.140 0.654  -0.483
C 0.474 -1.648 2.020  -0.260
C 0.084 -2.977 2.223  -0.026
C -0.143 -3.440 3.527  -0.086
C -0.022 -2.566 4.609  -0.102
C 0.262 -1.212 4.387  -0.082
C 0.469 -0.749 3.082  -0.086
O -0.386 -1.080 -1.929  -0.055
H -1.929 2.047 1.139  0.099
H -3.595 1.912 0.512  0.094
H -2.562 0.467 0.607  0.105
H -3.346 3.551 -1.395  0.126
H -2.135 3.302 -3.857  0.126
H 0.611 0.811 -3.682  0.099
H -0.889 0.323 -4.511  0.108
H -0.277 1.978 -4.720  0.092
H 0.188 0.919 0.640  0.083
H 1.017 -1.961 -0.065  0.117
H -0.033 -3.629 1.355  0.119
H -0.408 -4.489 3.689  0.102
H -0.190 -2.919 5.627  0.097
H 0.332 -0.506 5.216  0.100
H 0.626 0.320 2.903  0.103


# 5
An isolated molecule of C16H18N2O3S2, computed with ωB97M-V/def2-TZVPD.

**Relative energy (zero: lowest compared OMol25 entry of this formula, charge and spin)**: 9.3 kcal per mole
**Orbital gap**: 9.4 eV
**Lowest unoccupied orbital energy**: 0.570 eV

Last column: Löwdin charge in e.
Element x y z (Å)
N 6.679 1.477 -0.362  -0.057
S 5.864 0.745 0.918  0.618
O 6.597 -0.429 1.297  -0.301
O 5.590 1.753 1.900  -0.299
C 4.351 0.269 0.112  -0.296
C 4.241 -0.996 -0.427  -0.051
C 3.070 -1.354 -1.074  -0.021
C 2.023 -0.446 -1.185  -0.190
C 0.746 -0.825 -1.889  -0.123
N -0.430 -0.400 -1.168  0.073
C -1.206 0.623 -1.613  -0.459
O -0.995 1.184 -2.671  0.069
C -2.323 1.005 -0.718  -0.190
C -2.757 2.299 -0.697  -0.342
S -4.065 2.543 0.379  1.067
C -4.067 0.859 0.800  -0.482
C -3.093 0.167 0.149  -0.218
C -2.944 -1.315 0.332  -0.153
C -4.232 -1.913 0.899  -0.190
C -4.674 -1.133 2.133  -0.194
C -5.076 0.288 1.736  -0.203
C 2.158 0.826 -0.636  -0.005
C 3.323 1.186 0.016  -0.045
H 7.521 0.980 -0.603  0.063
H 6.864 2.450 -0.181  0.064
H 5.065 -1.682 -0.318  0.113
H 2.968 -2.343 -1.496  0.114
H 0.696 -0.320 -2.861  0.134
H 0.709 -1.908 -2.051  0.125
H -0.542 -0.735 -0.225  0.131
H -2.358 3.119 -1.259  0.080
H -2.697 -1.785 -0.623  0.119
H -2.126 -1.521 1.034  0.118
H -4.066 -2.961 1.154  0.111
H -5.018 -1.869 0.143  0.123
H -5.516 -1.630 2.616  0.111
H -3.850 -1.093 2.848  0.119
H -5.174 0.922 2.620  0.112
H -6.053 0.271 1.241  0.119
H 1.348 1.534 -0.731  0.119
H 3.449 2.159 0.462  0.116


# 6
An isolated molecule of C16H18N2O5 at a distorted geometry, computed with ωB97M-V/def2-TZVPD.

**Relative energy (zero: lowest compared OMol25 entry of this formula, charge and spin)**: 60.1 kcal per mole
**Orbital gap**: 8.7 eV
**Lowest unoccupied orbital energy**: 0.445 eV

Last column: Löwdin charge in e.
Element x y z (Å)
C -5.856 -1.293 1.564  -0.113
C -5.812 -1.600 0.071  -0.239
C -4.398 -1.921 -0.420  -0.188
N -3.508 -0.791 -0.307  0.071
C -3.103 -0.068 -1.362  -0.477
O -3.358 -0.329 -2.518  0.060
C -2.242 1.141 -0.991  -0.105
O -2.109 1.264 0.409  -0.150
C -1.345 2.382 0.803  -0.143
C 0.097 2.267 0.430  -0.277
C 0.929 1.129 0.534  0.058
C 2.149 1.566 0.072  -0.208
C 3.428 0.903 -0.083  -0.151
C 4.517 1.617 -0.580  -0.010
C 5.764 1.026 -0.744  0.023
C 5.881 -0.299 -0.396  -0.199
C 4.792 -1.022 0.102  -0.192
C 3.558 -0.451 0.269  0.074
O 5.184 -2.305 0.366  0.040
C 6.551 -2.373 0.018  -0.152
O 6.975 -1.112 -0.455  0.043
O 2.033 2.863 -0.273  0.013
N 0.769 3.281 -0.055  0.116
H -5.287 -0.396 1.794  0.063
H -6.882 -1.133 1.886  0.069
H -5.444 -2.122 2.136  0.072
H -6.195 -0.748 -0.492  0.111
H -6.451 -2.459 -0.143  0.105
H -4.425 -2.189 -1.479  0.118
H -3.986 -2.758 0.153  0.121
H -3.268 -0.450 0.611  0.127
H -1.263 1.021 -1.475  0.139
H -2.713 2.039 -1.417  0.143
H -1.438 2.425 1.893  0.138
H -1.749 3.309 0.374  0.134
H 0.650 0.160 0.887  0.116
H 4.382 2.654 -0.841  0.118
H 6.605 1.578 -1.128  0.121
H 2.730 -1.020 0.652  0.125
H 6.694 -3.130 -0.770  0.141
H 7.144 -2.654 0.903  0.141